1.
16
Properties=species:S:1:pos:R:3:forces:R:3 method="wB97M-V/def2-TZVPD" total_charge=0 homo_lumo_gap_ha="0.3439 / 0.3440" e_tot_ev=-16859.449 homo_energy_ev="-9.4 / -9.4"
C -0.6178 0.4653 -0.0722 -1.70 -0.20 -1.37
C 0.2268 1.3049 0.4792 0.95 -1.28 1.16
C -2.5960 -1.0398 1.7620 1.54 -0.60 1.82
C 1.3538 0.7448 1.3407 -3.24 -0.45 -0.59
N -3.5922 1.1856 2.2072 -0.34 1.21 -0.02
N -2.8321 0.1085 2.2603 0.30 -1.92 -0.91
N -2.2683 1.3447 2.5599 0.12 0.30 0.77
F -1.5752 -1.7900 2.2283 -0.96 1.15 -0.88
F -3.4890 -1.7596 1.1726 -0.48 -0.02 -0.18
F -2.0952 1.2741 4.0781 -0.25 -0.04 -0.42
H -1.4405 0.9226 -0.6714 0.55 -0.82 0.32
H -0.5622 -0.6560 0.0078 0.08 1.36 -0.05
H 0.1262 2.3755 0.3823 -0.02 0.07 -0.10
H 2.1247 0.5130 0.7285 3.16 0.21 -1.74
H 1.1335 -0.2559 1.6874 -0.71 -0.13 0.52
H 1.5217 1.3877 2.1297 1.00 1.17 1.66

***

2.
61
Properties=species:S:1:pos:R:3:forces:R:3 method="wB97M-V/def2-TZVPD" total_charge=0 homo_lumo_gap_ha="0.2745 / 0.2564" multiplicity=2 e_tot_ev=-58262.157 s2=0.754 homo_energy_ev="-7.2 / -7.2"
Ru -0.1981 -0.8209 0.3040 -0.61 1.91 0.11
O -0.1099 -0.3200 2.2226 0.11 -0.18 0.47
N 1.0744 -0.4918 2.8523 0.04 0.02 -0.06
C 1.0338 -0.4834 4.2007 0.05 0.01 -0.05
C 2.1829 -0.5723 4.9297 -0.04 0.02 0.05
C 3.4004 -0.6764 4.2459 0.03 -0.01 -0.02
C 3.4124 -0.7009 2.8771 -0.01 0.01 0.01
C 2.2180 -0.6183 2.1376 -0.08 0.02 -0.04
S 2.1515 -0.6737 0.4234 0.07 -0.37 0.14
H 0.0397 -0.4020 4.6114 0.00 0.01 0.00
H 2.1300 -0.5644 6.0076 0.01 -0.01 0.00
H 4.3282 -0.7548 4.7962 0.00 0.01 0.00
H 4.3316 -0.8032 2.3190 0.01 0.01 0.00
C 1.5368 -1.2540 -4.0104 -0.01 0.06 -0.01
Si 0.1310 -1.7205 -2.8573 0.16 0.09 0.08
C 0.7061 -3.2605 -1.9650 0.02 -0.04 0.04
C -1.4060 -2.1493 -3.8542 0.00 0.02 -0.06
N -0.2381 -0.4439 -1.7085 0.02 -0.55 -0.29
C -0.5322 0.8433 -2.1085 0.01 -0.01 0.03
C -0.7598 1.2380 -3.4414 -0.04 0.02 0.00
C -0.9735 2.5598 -3.7943 0.01 -0.02 0.00
C -0.9813 3.5632 -2.8375 0.00 0.00 0.02
C -0.7852 3.2161 -1.5082 -0.06 0.00 0.02
C -0.5761 1.8947 -1.1741 0.00 -0.02 -0.01
O -0.4337 1.4924 0.1647 0.02 -0.45 -0.08
C 0.1195 2.3791 1.0821 0.26 0.03 0.00
C 1.4249 2.8132 0.9197 -0.01 -0.03 -0.02
C 1.9792 3.6445 1.8806 0.00 0.01 0.01
C 1.2358 4.0297 2.9894 0.00 -0.01 -0.01
C -0.0694 3.5831 3.1350 0.00 0.00 0.00
C -0.6355 2.7538 2.1759 -0.05 0.02 0.01
H 1.7080 -2.0649 -4.7237 0.00 0.00 0.01
H 2.4524 -1.1303 -3.4261 0.00 -0.01 0.00
H 1.3816 -0.3378 -4.5786 -0.02 0.03 0.00
H 1.4133 -3.7777 -2.6198 -0.06 -0.03 -0.05
H -0.1031 -3.9585 -1.7412 -0.02 0.03 0.02
H 1.2260 -3.0548 -1.0297 0.00 0.02 -0.03
H -1.2731 -3.0971 -4.3817 0.03 -0.01 0.01
H -1.6515 -1.3905 -4.5988 -0.03 -0.04 -0.01
H -2.2739 -2.2552 -3.1987 -0.01 -0.02 0.00
H -0.7629 0.4892 -4.2186 0.03 -0.02 0.00
H -1.1339 2.8041 -4.8368 0.00 0.00 0.00
H -1.1423 4.5964 -3.1115 0.00 0.00 0.00
H -0.7932 3.9701 -0.7318 0.01 0.00 0.01
H 1.9900 2.4868 0.0570 0.00 0.00 0.00
H 2.9996 3.9858 1.7653 0.00 0.00 0.00
H 1.6729 4.6785 3.7367 0.01 -0.01 0.00
H -0.6535 3.8795 3.9963 0.00 0.01 0.00
H -1.6524 2.3983 2.2802 0.01 -0.03 -0.02
N -2.3167 -0.5594 0.3681 -0.07 0.00 -0.11
C -3.1781 -1.7109 0.7040 0.06 -0.07 -0.02
C -2.5682 -2.9634 0.0785 -0.06 0.17 0.02
C -1.4037 -3.4111 0.9404 0.35 0.05 -0.06
O -1.4746 -4.3884 1.6510 -0.10 -0.07 -0.05
O -0.3187 -2.6630 0.8994 0.24 -0.53 -0.06
H -2.4245 0.2012 1.0304 -0.19 0.03 -0.03
H -2.5493 -0.2009 -0.5556 -0.02 0.01 0.01
H -4.2026 -1.5533 0.3623 0.01 0.06 -0.04
H -3.2013 -1.7997 1.7905 -0.02 -0.06 0.00
H -2.2123 -2.7029 -0.9211 -0.03 -0.07 -0.06
H -3.2914 -3.7709 -0.0019 -0.01 0.00 0.11

***

3.
17
Properties=species:S:1:pos:R:3:forces:R:3 method="wB97M-V/def2-TZVPD" total_charge=0 homo_lumo_gap_ha=0.3421 e_tot_ev=-9896.975 homo_energy_ev=-8.3
C 2.0827 0.5076 0.2512 4.59 2.23 0.18
C 0.7606 -0.6642 0.0358 -4.94 -2.22 -1.71
C -0.9058 -0.9853 -0.2448 3.83 -4.76 -4.24
C -1.4271 -0.2176 0.8369 -2.59 -2.85 3.83
C -0.9716 0.8837 -0.0326 -2.14 6.46 2.57
C 0.5946 0.8215 -0.2357 1.67 -0.83 4.22
H 2.3420 0.3809 1.3387 -0.90 -0.35 -0.96
H 3.0532 1.1194 -0.0881 -2.30 -0.93 -0.09
H 0.7665 -1.0149 1.0545 0.48 0.39 0.74
H -1.2433 -1.9276 -0.6675 0.12 -0.68 0.85
H -2.4931 -0.4889 0.6930 0.04 1.37 0.30
H -1.2985 -0.5271 1.8896 1.04 0.86 -0.37
H -1.8701 1.6460 0.1180 3.15 0.48 -0.49
H -0.9780 0.1768 -2.1417 -0.41 -0.08 3.46
H 0.8437 1.0400 -1.2016 -0.13 0.33 -2.76
N -1.3003 0.0756 -1.0769 -1.38 -1.35 -7.12
O 2.0446 -0.8259 -0.5289 -0.13 1.93 1.60

***

4.
24
Properties=species:S:1:pos:R:3:forces:R:3 method="wB97M-V/def2-TZVPD" total_charge=+1 homo_lumo_gap_ha="0.2051 / 0.2052" e_tot_ev=-82539.557 homo_energy_ev="-12.2 / -12.2"
C -1.8737 -1.3332 -1.7324 -1.13 -0.55 -1.52
C -1.1694 -1.7250 -0.6551 -0.41 1.16 -0.18
C -1.0764 0.4649 -0.7064 -0.13 -2.45 -0.35
C 0.2632 2.6862 1.8316 -1.16 -1.48 -1.00
C 1.5622 -2.3281 1.5845 0.51 3.34 -0.57
C -0.5870 1.9826 1.0568 1.58 1.13 2.45
C 2.0762 -1.6457 0.5136 -1.42 0.55 1.57
C -0.4886 1.7661 -0.3736 -4.70 0.70 -0.27
C 2.0298 -0.1851 0.5195 1.56 -2.21 -2.52
N -1.8341 0.0764 -1.7738 -0.21 -0.85 -0.30
N -0.7141 -0.6126 -0.0276 1.21 1.15 0.83
Br 2.9627 0.5946 -0.9511 -1.12 -0.47 1.49
H -2.3890 -2.0405 -2.4355 0.35 1.49 0.59
H -1.0715 -2.6986 -0.2521 0.21 -0.72 0.18
H 0.1487 2.8941 2.8482 -1.00 -0.12 1.55
H 1.2117 3.0379 1.5824 1.39 0.71 -1.46
H 1.5392 -3.3416 1.6096 0.08 -3.00 -0.17
H 1.1531 -1.8627 2.4548 -0.15 0.57 0.36
H -1.4503 1.5222 1.4990 -0.41 0.19 0.29
H 2.3119 -2.3142 -0.3158 0.55 1.08 -0.26
H 0.3899 1.8332 -0.8452 3.68 0.61 -1.39
H -1.1447 2.5391 -0.8238 0.33 -0.11 -0.06
H 1.6897 0.5198 1.2712 -0.26 -0.30 0.20
H -2.3708 0.6591 -2.4277 0.63 -0.42 0.53

***

5.
17
Properties=species:S:1:pos:R:3:forces:R:3 method="wB97M-V/def2-TZVPD" total_charge=0 homo_lumo_gap_ha=0.3152 e_tot_ev=-31433.925 homo_energy_ev=-8.8
C 0.7393 2.1863 1.4071 -1.34 -0.68 -0.18
C -2.6140 1.9966 1.9471 1.51 0.29 0.03
C -0.9559 -0.9785 0.6637 1.54 -2.73 1.88
C 1.2338 -1.7197 -2.2393 -1.10 -0.81 3.17
C 1.2062 -0.6441 -1.1247 1.65 2.31 -0.75
N 1.6810 1.7014 1.0041 2.94 -1.12 -0.67
N -1.4960 2.3095 1.8507 -1.99 -1.50 -0.02
N -0.3688 2.7727 1.6517 -1.27 2.96 0.88
S -2.0219 -1.6500 1.6800 0.07 0.03 0.14
S 0.7212 -1.3601 0.4895 -0.43 -0.02 -0.42
H -1.1990 -0.2114 0.0718 -1.21 2.95 -2.44
H -3.5804 1.6428 2.2447 0.20 0.11 -0.06
H 0.2880 -2.3027 -2.0940 0.63 0.57 -0.90
H 1.5237 -1.4894 -3.2166 -0.23 1.08 -1.49
H 1.9840 -2.3871 -1.9283 1.05 -1.32 0.39
H 0.6418 0.2230 -1.5473 -0.32 -0.58 1.16
H 2.2170 -0.0893 -0.8604 -1.69 -1.54 -0.73

***

6.
12
Properties=species:S:1:pos:R:3:forces:R:3 method="wB97M-V/def2-TZVPD" total_charge=0 homo_lumo_gap_ha=0.4506 e_tot_ev=-9679.181 homo_energy_ev=-11.1
C 0.4754 0.8790 0.2798 0.78 0.28 0.58
C -0.7511 0.6113 -0.5379 -1.63 -0.24 0.10
C -0.5444 -0.9110 -0.3027 0.10 -0.68 -0.70
C 0.6946 -0.5876 0.5801 -0.35 -0.04 -1.33
H 1.3093 1.2298 -0.2948 0.53 0.50 -0.22
H -1.6624 1.0752 -0.0726 0.72 -0.64 -0.53
H -0.7017 0.8436 -1.5931 0.06 0.56 -0.07
H -0.3590 -1.5727 -1.1965 0.27 1.02 0.76
H -1.3682 -1.3991 0.1711 -0.45 -0.22 0.76
H 0.6990 -0.8746 1.6192 0.10 -0.25 0.27
F 0.3357 1.6610 1.4088 -0.28 0.25 -0.05
F 1.8730 -0.9548 -0.0615 0.17 -0.56 0.42

***

7.
52
Properties=species:S:1:pos:R:3:forces:R:3 method="wB97M-V/def2-TZVPD" total_charge=0 homo_lumo_gap_ha=0.3022 e_tot_ev=-46856.109 homo_energy_ev=-7.8
C -4.0905 3.8663 3.7322 0.07 -0.23 -0.09
C -3.1357 2.6798 3.7898 0.07 0.30 0.17
C -2.0108 2.9167 4.7950 -0.09 -0.37 -0.02
C -1.0920 1.7091 4.9773 0.05 0.30 -0.21
C -0.2882 1.3710 3.7223 0.01 -0.20 0.62
C 0.7624 0.2999 4.0050 -0.10 -0.01 -0.30
C 1.4640 -0.2116 2.7471 -0.01 0.02 0.33
C 2.2159 0.8707 1.9946 -0.45 0.16 -0.24
H 2.9800 0.4609 1.3362 0.00 0.11 -0.12
H 2.6773 1.5895 2.6710 0.00 0.14 0.02
S 1.0847 1.8646 0.9080 0.44 -1.49 -0.20
O 1.9711 2.8763 0.2999 0.45 1.05 -0.27
C 0.8969 0.6116 -0.3598 -0.43 0.03 0.19
C 1.6858 0.4689 -1.4667 -0.03 0.08 0.64
N 2.8647 1.1399 -1.6673 0.28 0.10 -0.24
H 3.1514 1.2335 -2.6291 -0.01 0.03 0.04
H 2.9302 1.9937 -1.1197 0.05 -0.01 -0.09
C 1.1858 -0.5573 -2.3402 -0.37 -0.29 -0.09
C 1.6766 -1.0493 -3.5459 -0.17 0.01 0.20
C 0.9942 -2.0633 -4.1962 0.13 0.18 0.12
C -0.1804 -2.5658 -3.6097 0.09 0.09 -0.01
N -0.6570 -2.1101 -2.4618 -0.38 -0.12 0.26
C 0.0001 -1.1450 -1.8560 0.45 0.35 -0.03
S -0.4990 -0.4536 -0.3417 0.00 0.10 -0.09
C -0.9946 -3.6417 -4.2654 0.06 -0.23 -0.13
C -0.2052 -4.4039 -5.3228 -0.21 0.16 -0.13
C 0.4812 -3.4132 -6.2557 0.21 -0.17 0.08
C 1.5339 -2.6291 -5.4800 -0.03 -0.07 -0.20
H 1.9362 -1.8199 -6.0949 0.05 -0.03 0.04
H 2.3692 -3.2945 -5.2353 0.02 0.01 -0.09
H 0.9540 -3.9351 -7.0897 -0.04 0.06 -0.04
H -0.2628 -2.7268 -6.6657 -0.04 0.02 -0.07
H -0.8770 -5.0555 -5.8841 0.04 -0.06 0.04
H 0.5487 -5.0313 -4.8422 0.03 -0.08 0.00
H -1.3745 -4.3103 -3.4916 -0.02 0.07 0.00
H -1.8639 -3.1646 -4.7289 -0.04 -0.03 0.01
H 2.5875 -0.6496 -3.9716 0.10 0.01 -0.08
H 2.1703 -0.9937 3.0377 -0.03 -0.03 -0.13
H 0.7268 -0.6688 2.0831 0.06 -0.17 0.02
H 0.2793 -0.5477 4.4965 0.01 -0.01 0.09
H 1.5082 0.6986 4.6974 0.02 -0.02 0.09
H -0.9580 1.0140 2.9387 -0.03 0.07 -0.13
H 0.1974 2.2803 3.3634 -0.08 0.06 -0.03
H -1.6875 0.8419 5.2721 0.00 -0.07 0.08
H -0.3956 1.9224 5.7926 0.02 -0.08 0.06
H -1.4168 3.7754 4.4735 0.02 0.10 0.04
H -2.4537 3.1668 5.7626 -0.01 0.10 0.01
H -2.7144 2.5132 2.7974 -0.01 -0.11 -0.05
H -3.6894 1.7821 4.0741 0.02 -0.10 -0.05
H -3.5581 4.7686 3.4388 0.01 0.13 -0.03
H -4.5454 4.0399 4.7054 -0.07 0.06 0.09
H -4.8835 3.6861 3.0102 -0.11 0.07 -0.05

***

8.
9
Properties=species:S:1:pos:R:3:forces:R:3 method="wB97M-V/def2-TZVPD" total_charge=0 homo_lumo_gap_ha=0.3441 e_tot_ev=-88222.305 homo_energy_ev=-9.4
C -0.0524 1.2119 1.3474 -2.19 -3.93 -4.35
C 0.3520 -0.7133 -0.1145 -1.45 -2.07 -2.98
N -0.6433 0.2365 -0.0419 -0.56 4.02 3.42
O 1.0826 1.2111 1.4282 2.87 1.35 1.03
Cl 0.4327 -2.0688 0.9585 -0.20 -1.30 1.74
Br -2.5261 -0.0882 0.1920 1.49 -0.33 -0.06
H -0.8901 1.3508 1.9295 -1.90 1.29 1.60
H 0.2621 -1.1966 -1.0860 0.42 0.09 -0.22
H 1.2576 -0.2137 -0.0141 1.52 0.88 -0.18

***

Here are the calculated molar mass numbers, same order: 153.1 571.7 111.1 228.1 173.3 92.1 364.6 172.4 (g/mol).
Here are the calculated energy relative to the best compared isomer or geometry (same formula, charge and spin) numbers, same order: 410.20 0.00 832.59 323.37 363.07 56.01 11.11 268.24 (kJ/mol).